No. 1
86
Properties=species:S:1:pos:R:3:forces:R:3 method="wB97M-V/def2-TZVPD" total_charge=+1 e_above_lowest_ev=0.000 e_homo_ev="-10.994 / -10.994" multiplicity=4
Co -0.5153 -2.3949 1.1033 -0.672 0.666 -0.080
O -0.9954 -0.6766 0.2640 0.218 -0.181 0.228
H -0.2693 -0.6949 -0.3701 -0.115 0.377 -0.116
C 5.6494 2.7243 -2.2008 0.069 -0.701 0.967
C 4.8797 1.4222 -2.4523 -0.454 0.737 -0.103
C 3.3721 1.6458 -2.2810 -0.278 -1.199 -0.040
O 3.0625 1.8393 -0.9130 0.046 0.210 -0.232
C 1.7290 1.5177 -0.5864 0.804 -0.238 0.277
N 5.1897 0.8704 -3.7843 -0.664 0.261 0.133
H 5.7612 2.8028 -1.1147 0.002 0.241 -0.062
H 5.1098 3.6162 -2.5105 0.138 0.000 -0.416
H 6.6550 2.6406 -2.6057 -0.080 0.247 -0.248
H 5.1182 0.7202 -1.6511 0.338 -0.238 -0.289
H 2.8957 0.7100 -2.6317 -0.051 0.069 0.126
H 2.9333 2.4390 -2.9017 0.345 0.238 0.048
H 1.5307 2.0537 0.3392 -0.526 0.138 -0.181
H 1.6557 0.4449 -0.3603 -0.073 -0.092 -0.174
H 1.0454 1.7216 -1.4131 -0.205 0.371 0.197
H 4.8747 -0.0930 -3.8661 0.113 -0.024 0.231
H 4.5612 1.3683 -4.4173 0.453 0.012 -0.280
C -1.3548 2.9141 1.2310 -0.725 -1.371 -1.308
C -1.5267 4.0131 0.1947 1.119 1.052 0.646
C -2.7305 3.7500 -0.6939 0.046 0.178 0.808
O -2.8434 4.8073 -1.6087 0.062 -0.700 -0.249
C -3.8956 4.6430 -2.5309 -0.113 -0.033 -0.594
N -1.5374 5.3252 0.8605 -0.497 -0.183 0.190
H -2.3490 2.6059 1.5835 0.126 0.436 0.647
H -0.6189 3.0626 2.0116 -0.139 0.421 0.125
H -1.0692 2.0058 0.6785 0.285 0.053 0.125
H -0.5974 4.0855 -0.3835 -0.249 -0.411 -0.385
H -3.6105 3.7167 -0.0256 -0.085 0.025 -0.161
H -2.6490 2.7603 -1.1541 0.017 0.004 -0.406
H -4.8800 4.7315 -2.0594 0.049 0.396 0.024
H -3.9338 3.6825 -3.0679 0.516 -0.157 0.380
H -3.7091 5.3828 -3.3092 -0.449 0.210 0.187
H -2.3528 5.3954 1.4654 0.049 0.065 0.001
H -1.6312 6.0640 0.1731 -0.018 -0.048 -0.057
C 3.2887 -3.0720 0.9647 1.488 0.012 -0.455
C 2.6959 -2.2699 2.0942 -0.009 -0.063 -0.104
C 3.6633 -1.1600 2.5397 -0.188 -0.316 0.228
O 3.0706 -0.2538 3.4459 -0.429 0.606 -0.535
C 2.6696 -0.7835 4.6894 0.220 0.017 0.127
N 1.4185 -1.6316 1.6398 0.894 0.645 1.049
H 4.2747 -3.4383 1.2799 -0.272 -0.312 0.132
H 3.5790 -2.4626 0.0972 -0.465 0.292 0.140
H 2.7175 -3.9050 0.5632 -0.313 -0.004 0.387
H 2.5617 -2.9002 2.9748 -0.607 -0.214 -0.261
H 3.9312 -0.6039 1.6367 0.246 0.262 0.268
H 4.5472 -1.5898 3.0228 0.139 -0.143 -0.343
H 3.5328 -0.9453 5.3415 0.025 -0.323 -0.071
H 2.0896 -1.6972 4.5506 0.012 -0.112 0.300
H 2.0470 -0.0459 5.1920 -0.069 0.098 -0.187
H 1.7859 -0.8895 1.0363 -0.462 -0.372 -0.682
H 1.1829 -1.0020 2.4200 -0.385 -0.400 0.033
C -1.7261 -1.0362 3.5614 0.028 0.815 -0.880
O -1.1768 -2.0437 3.0850 0.169 -0.191 0.176
N -1.8697 -0.8622 4.8934 0.082 -0.604 0.096
N -2.2304 -0.0370 2.7871 -0.299 -0.209 0.715
H -2.0426 0.0295 5.3186 -0.107 -0.008 -0.038
H -1.6384 -1.6490 5.4739 0.110 0.107 0.119
H -2.6786 0.7158 3.2818 0.008 0.156 -0.315
H -2.0313 0.0627 1.7976 0.469 -0.239 -0.038
C -0.3289 -3.8007 -1.8652 -0.645 1.767 -0.872
O -0.1101 -3.3014 -0.7596 1.038 -0.760 0.604
N 0.5507 -4.5792 -2.5628 -0.770 -0.204 0.394
N -1.4235 -3.3784 -2.5585 -0.150 -0.572 0.147
H 1.1799 -5.1384 -2.0087 0.045 -0.013 -0.069
H 0.0882 -5.0432 -3.3306 0.527 -0.281 -0.105
H -2.0129 -2.6647 -2.1579 0.161 0.018 0.240
H -1.6875 -3.6863 -3.4787 0.259 -0.027 -0.052
C -2.7549 -0.5055 -2.7774 0.028 0.498 0.188
O -3.3289 -0.8943 -3.7747 -0.041 -0.126 -0.312
N -3.2163 -0.7663 -1.5105 -0.183 -0.347 0.145
N -1.6121 0.2455 -2.7761 0.394 0.033 0.428
H -2.6293 -0.6410 -0.6847 0.190 -0.085 -0.245
H -3.9686 -1.4304 -1.4720 -0.113 0.067 -0.009
H -1.2353 0.7006 -3.5851 -0.237 -0.258 -0.278
H -1.1382 0.3793 -1.8985 -0.118 0.224 -0.017
C -3.6388 -3.2353 0.6742 -0.083 0.619 -0.446
O -2.4097 -3.1780 0.7742 -0.234 -0.575 0.189
N -4.2189 -4.0398 -0.2543 0.272 -0.188 0.005
N -4.4644 -2.4506 1.4017 0.110 -0.137 -0.016
H -5.1600 -3.9227 -0.5846 -0.072 0.010 0.181
H -3.5766 -4.5246 -0.8582 -0.044 -0.016 -0.017
H -5.4615 -2.5025 1.3017 -0.019 0.026 0.102
H -4.0589 -1.7947 2.0474 -0.001 -0.008 -0.007

***

No. 2
15
Properties=species:S:1:pos:R:3:forces:R:3 method="wB97M-V/def2-TZVPD" smiles="C/N=C/NC=O.O" e_above_lowest_ev=1.442 e_homo_ev=-10.033
C 0.0044 -3.5802 0.0772 -0.695 -0.506 -1.296
N -0.4618 -2.3885 -0.7046 0.897 -0.124 1.169
C 0.1319 -1.3267 -0.3330 0.110 0.161 -0.853
N -0.1522 -0.0801 -0.9637 -0.998 -1.200 0.025
C 0.1777 1.1149 -0.3756 0.484 0.396 -0.118
O 0.8362 1.1854 0.6440 -0.302 0.209 -0.232
H -0.8377 -4.1315 0.4998 -0.259 0.148 -0.373
H 0.5838 -4.3232 -0.5273 -0.475 0.870 0.206
H 0.5695 -3.2974 0.9264 0.960 0.415 0.811
H 0.9685 -1.2735 0.3686 -0.336 0.028 0.125
H -0.9372 -0.1931 -1.6212 0.711 0.648 0.308
H -0.1006 2.0505 -0.9352 -0.199 -0.899 0.216
O -0.5677 4.1911 1.2056 1.564 -1.275 -0.451
H 0.0145 4.8262 0.7538 -0.399 -0.150 0.271
H 0.0054 3.3629 1.2040 -1.063 1.280 0.191

***

No. 3
18
Properties=species:S:1:pos:R:3:forces:R:3 method="wB97M-V/def2-TZVPD" total_charge=+1 e_above_lowest_ev=5.562 e_homo_ev=-11.600
C -0.9659 1.2437 0.2827 0.275 -1.359 1.578
C -2.1646 -0.6066 -0.4948 -1.578 -1.079 -1.532
C 0.7499 -0.7014 0.4752 -1.387 0.695 -2.449
C 2.4073 0.8592 -0.2389 2.708 0.891 3.841
N -1.9712 0.3671 0.3827 -0.086 -0.675 -1.906
N -0.1569 -1.5640 -0.0130 1.360 0.026 -0.635
O 1.5464 -0.2505 -0.4504 1.347 1.077 -1.085
H -0.6229 1.8196 1.0924 -0.422 0.806 0.930
H -0.4331 1.3009 -0.5988 0.556 0.130 -1.856
H -3.0053 -1.3259 -0.5595 0.226 0.864 1.429
H -1.8060 -0.6317 -1.5267 0.641 1.077 0.545
H 0.8540 -0.4030 1.4518 0.313 0.005 2.350
H 2.1766 1.5970 0.5826 -1.159 -0.886 -0.750
H 2.6570 1.4603 -1.0633 -0.528 0.102 -1.752
H 3.4489 0.6163 0.1967 -1.491 -0.803 -0.951
H -2.5743 0.3257 1.1750 -0.174 0.247 0.858
H -0.0872 -2.4862 0.3374 -0.738 -1.074 0.999
H -0.0526 -1.6204 -1.0313 0.136 -0.044 0.385

***

No. 4
44
Properties=species:S:1:pos:R:3:forces:R:3 method="wB97M-V/def2-TZVPD" smiles="CCC(=O)Nc1ccc(NC(=O)CSc2nnnn2C(C)C)cc1" e_above_lowest_ev=0.986 e_homo_ev=-7.837
C -7.2427 -0.8933 -0.7328 0.006 -0.071 0.116
C -6.4999 -1.0599 0.5926 -0.083 0.177 -0.017
C -5.3147 -0.1082 0.6672 -0.312 -0.545 0.021
O -5.3203 0.8963 1.3405 0.007 0.322 0.151
N -4.2751 -0.5131 -0.1178 0.004 -0.369 -0.259
C -3.0281 0.0878 -0.3148 0.341 0.263 0.008
C -2.1119 -0.5725 -1.1332 -0.080 0.106 0.098
C -0.8576 -0.0442 -1.3486 -0.010 0.122 0.074
C -0.4910 1.1600 -0.7495 -0.323 0.030 0.195
N 0.8112 1.6168 -0.9829 0.041 -0.172 -0.369
C 1.4588 2.6482 -0.3980 0.348 -0.053 -0.320
O 0.9847 3.4609 0.3636 -0.092 0.218 0.237
C 2.9384 2.6977 -0.7880 -0.010 -0.250 0.160
S 3.9127 1.5616 0.2568 0.091 0.427 0.185
C 3.6017 0.0571 -0.5314 0.061 -0.549 -0.124
N 2.8927 -0.1211 -1.6353 0.371 0.799 0.399
N 2.9185 -1.4217 -1.8868 -0.373 -0.630 -0.729
N 3.5921 -2.0454 -1.0204 0.358 -1.106 0.304
N 4.0520 -1.1591 -0.1319 -0.632 1.244 -0.713
C 4.8297 -1.5659 1.0153 0.364 -0.214 0.594
C 4.0628 -1.2587 2.2984 0.038 -0.153 -0.168
C 6.2008 -0.8990 0.9924 -0.143 -0.181 -0.090
C -1.4085 1.8295 0.0533 0.210 0.017 -0.078
C -2.6651 1.2975 0.2696 -0.207 -0.116 0.015
H -8.1077 -1.5517 -0.7633 -0.066 -0.026 -0.065
H -7.5864 0.1325 -0.8411 -0.042 0.078 -0.058
H -6.6009 -1.1302 -1.5794 -0.009 -0.010 -0.105
H -7.1694 -0.8201 1.4189 0.144 -0.020 0.013
H -6.1579 -2.0910 0.7081 -0.007 -0.006 0.044
H -4.3993 -1.3812 -0.6206 -0.079 0.158 0.155
H -2.3830 -1.5103 -1.5985 -0.022 -0.101 -0.048
H -0.1503 -0.5688 -1.9752 0.070 -0.071 -0.069
H 1.3721 0.9968 -1.5707 -0.029 0.304 0.209
H 3.1158 2.4285 -1.8275 0.006 0.089 -0.016
H 3.3367 3.6870 -0.5658 -0.073 -0.081 -0.030
H 4.9394 -2.6496 0.8975 -0.036 0.209 -0.012
H 4.6086 -1.6522 3.1507 0.062 -0.014 0.105
H 3.9464 -0.1849 2.4261 -0.037 0.063 0.080
H 3.0777 -1.7197 2.2745 -0.066 -0.008 0.021
H 6.7113 -1.1061 0.0546 0.059 0.014 -0.055
H 6.8042 -1.2856 1.8083 0.065 -0.003 0.097
H 6.1028 0.1776 1.1116 0.088 0.077 0.028
H -1.1324 2.7625 0.5151 0.007 0.022 0.010
H -3.3689 1.8153 0.8987 -0.013 0.011 0.011

***

No. 5
128
Properties=species:S:1:pos:R:3:forces:R:3 method="wB97M-V/def2-TZVPD" total_charge=+4 e_above_lowest_ev=0.000 e_homo_ev=-12.753
N -4.4677 -3.8293 -14.7984 1.501 2.717 -0.821
S -5.7568 -3.2840 -15.5319 -7.911 -3.304 -1.978
O -5.7533 -2.9033 -16.9111 1.723 0.637 1.253
O -6.7752 -2.8226 -14.6328 1.477 1.218 0.074
F -6.4289 -4.8003 -15.6959 1.105 -0.252 -0.008
S -3.6560 -2.3567 -14.7850 4.826 -0.131 2.712
O -4.1483 -1.3344 -13.9108 -0.633 -0.796 -1.283
O -2.9017 -2.0812 -15.9684 -1.408 0.077 -0.363
F -2.4666 -2.9592 -13.8828 -0.304 -0.283 0.146
C -5.7076 5.0121 -11.8180 1.052 -0.120 -0.049
C -6.0843 3.5994 -12.1102 -0.845 0.374 0.405
O -6.9703 3.0351 -11.5606 0.232 -0.546 -0.225
N -5.2824 2.8410 -13.1369 0.447 0.402 -0.095
H -5.9252 2.3057 -13.7513 -0.465 -0.911 -0.250
H -4.7852 3.5115 -13.7228 -0.112 -0.033 -0.143
C -4.2604 1.8782 -12.5557 -1.001 1.585 0.129
H -5.0585 5.4832 -12.5561 -0.274 0.012 -0.199
H -5.0910 4.9532 -10.9131 -0.180 0.144 0.132
H -6.5864 5.6102 -11.6024 -0.053 -0.054 -0.035
H -3.8207 1.4115 -13.4288 0.126 -0.506 0.350
H -4.8114 1.2695 -11.8467 0.148 -0.528 -0.349
H -3.5963 2.5352 -11.9931 0.430 -0.354 -0.104
C 2.7359 0.7246 -16.4000 -0.063 0.213 0.291
C 1.6271 1.2426 -17.2636 1.137 -1.647 -0.047
O 1.7197 1.6713 -18.3581 -0.545 0.416 0.047
N 0.2339 1.0074 -16.6885 0.122 0.510 -1.066
H 0.2256 0.6414 -15.7013 0.384 -0.068 0.629
H -0.2138 1.9266 -16.7055 -0.100 -0.063 0.066
C -0.5712 0.0826 -17.5219 -2.059 -0.651 1.107
H 2.7037 -0.3382 -16.1461 -0.656 -0.048 -0.265
H 2.6496 1.2263 -15.4324 0.433 0.132 -0.034
H 3.6818 0.8649 -16.9147 0.013 0.453 0.174
H -0.3039 -0.9637 -17.3902 0.866 0.211 -0.188
H -0.7908 0.3524 -18.5477 0.791 0.409 -0.052
H -1.5377 0.0859 -17.0029 -0.120 0.088 -0.252
C -2.9412 -5.6554 -12.2415 -0.628 0.265 0.802
C -4.3676 -5.8670 -11.7920 1.042 -1.304 -0.464
O -4.7199 -6.7168 -11.0480 -0.538 0.411 0.159
N -5.4253 -5.0515 -12.4780 -0.326 1.558 0.091
H -5.0770 -4.5874 -13.3589 -0.160 -0.946 -0.045
H -6.2119 -5.6814 -12.6189 -0.162 0.131 -0.155
C -5.8395 -3.7905 -11.7008 1.071 -0.835 0.714
H -2.3387 -6.4660 -11.8412 -0.090 -0.063 0.005
H -2.6250 -4.7325 -11.7477 0.334 0.161 -0.479
H -2.8580 -5.6180 -13.3233 0.029 0.318 -0.019
H -4.9995 -3.1130 -11.8443 -0.242 0.284 -0.088
H -5.8525 -4.0737 -10.6503 -0.417 0.110 0.019
H -6.7663 -3.3678 -12.0653 0.009 -0.177 -0.214
C -4.3006 -1.0260 -19.3103 0.475 -0.745 -0.935
C -5.0463 -2.0392 -20.1436 -1.115 0.970 0.974
O -6.2110 -2.1991 -20.2006 0.187 -0.185 -0.241
N -4.2088 -2.9690 -21.0033 0.665 -0.793 -0.072
H -3.2503 -3.0820 -20.6666 0.238 0.907 -0.425
H -4.5286 -3.9361 -20.8899 -0.774 0.270 -0.042
C -4.3623 -2.6454 -22.4854 -0.160 -0.777 0.348
H -3.4216 -1.5521 -18.9257 -0.136 0.233 0.633
H -4.9854 -0.6113 -18.5761 0.139 -0.086 0.164
H -3.8878 -0.2334 -19.9406 -0.251 0.052 -0.120
H -3.6166 -3.2714 -22.9662 -0.080 0.313 -0.462
H -4.2917 -1.5846 -22.7004 0.364 0.018 0.242
H -5.3722 -2.9812 -22.7093 0.061 0.046 -0.256
C -0.7762 -5.6332 -16.9918 0.245 0.280 -0.035
C -1.8287 -6.4614 -16.3376 0.423 0.452 0.742
O -1.6667 -7.3830 -15.6230 -0.259 -0.125 -0.086
N -3.2823 -5.9890 -16.5297 -0.194 -0.517 -1.809
H -3.5906 -5.1350 -16.0254 0.201 -0.266 0.718
H -3.3348 -5.6766 -17.5042 0.111 0.142 0.043
C -4.2669 -7.1283 -16.4858 -0.862 0.580 0.762
H -0.9076 -4.5623 -16.8111 -0.192 -0.054 0.207
H -0.7049 -5.7399 -18.0763 -0.216 -0.326 0.012
H 0.1653 -5.9566 -16.5531 0.058 0.042 -0.120
H -4.0975 -7.7866 -17.3303 0.082 -0.051 0.067
H -5.2501 -6.6595 -16.5158 -0.011 -0.078 -0.406
H -4.2447 -7.6584 -15.5383 0.591 -0.060 -0.064
C -2.4708 -0.9088 -10.5390 -0.079 -0.446 0.402
C -1.6724 0.2645 -10.0557 -0.931 -0.590 -0.687
O -2.0868 1.0977 -9.3273 0.589 0.413 -0.008
N -0.2783 0.3208 -10.6042 1.306 -0.538 0.443
H 0.3526 0.2067 -9.8014 -0.070 0.462 0.120
H -0.0480 -0.5314 -11.1776 -0.448 0.261 -1.035
C 0.0504 1.6005 -11.3160 -1.289 0.909 0.814
H -2.7066 -0.8973 -11.6046 0.225 0.296 -0.052
H -3.3847 -0.9192 -9.9488 -0.045 0.017 -0.081
H -1.9322 -1.8423 -10.3564 0.117 0.068 -0.034
H 1.1013 1.7604 -11.5181 0.078 -0.458 0.087
H -0.3380 2.3493 -10.6229 0.498 0.263 -0.035
H -0.5544 1.7162 -12.2092 0.217 -0.578 -0.228
C -9.3005 -1.3432 -12.3146 -1.230 -0.616 -1.329
C -10.4674 -0.3672 -12.4911 1.981 0.049 0.465
O -10.4741 0.4919 -13.2889 -0.729 0.155 -0.014
N -11.6252 -0.4187 -11.4677 0.324 -0.291 -0.779
H -11.4954 -1.2185 -10.8497 -0.192 -0.014 0.042
H -11.5141 0.4291 -10.9056 -0.329 0.068 -0.015
C -12.9527 -0.4555 -12.2035 0.322 -0.061 -0.059
H -8.9559 -1.4355 -13.3474 0.383 0.181 0.100
H -9.6556 -2.3536 -12.0972 0.012 0.115 0.574
H -8.4721 -1.0196 -11.6925 -0.286 0.294 0.233
H -13.7197 -0.3579 -11.4442 -0.271 0.156 -0.310
H -13.0359 -1.3799 -12.7729 0.097 -0.254 0.423
H -12.9125 0.3121 -12.9719 -0.239 0.411 0.421
C -9.5917 -6.5497 -16.6693 -0.356 -0.156 -0.402
C -10.6079 -7.6133 -16.3613 0.310 1.407 -0.365
O -11.6436 -7.8049 -16.8724 0.019 -0.527 0.054
N -10.3104 -8.4002 -15.0475 -0.732 -0.855 0.812
H -9.5787 -9.1006 -15.1703 0.114 0.145 -0.284
H -9.9760 -7.7336 -14.3559 0.170 0.045 -0.058
C -11.5430 -9.1130 -14.4811 0.802 0.029 -0.577
H -9.4985 -5.8338 -15.8492 0.002 -0.127 0.131
H -9.9862 -5.9782 -17.5144 -0.022 0.409 -0.189
H -8.6071 -6.9096 -16.9685 -0.026 -0.294 0.230
H -12.0563 -9.5390 -15.3375 -0.284 0.187 0.098
H -12.1159 -8.3604 -13.9539 -0.271 -0.205 -0.015
H -11.1950 -9.9258 -13.8502 -0.058 0.177 0.241
O -8.5474 -2.6495 -17.7616 0.617 0.095 -0.016
C -9.8589 -3.0735 -17.8270 -2.757 -1.096 -0.181
O -10.1262 -4.1037 -18.5052 1.549 0.147 0.376
O -10.7127 -2.4218 -17.1879 0.958 0.418 0.439
H -8.5961 -1.8016 -17.2935 -0.031 -0.021 -0.051
O 0.3609 -2.0054 -14.7342 -0.011 0.340 -0.111
C 0.2035 -1.0330 -13.7946 0.138 0.687 1.660
O 0.3002 0.1787 -14.0921 -0.235 -0.291 -1.407
O 0.0018 -1.4457 -12.6236 -0.127 -0.438 0.059
H 0.3508 -2.7946 -14.1730 0.034 -0.190 -0.285
O -7.9786 0.1047 -16.0075 1.864 -0.070 2.611
C -6.9309 0.8397 -15.4903 1.992 2.769 -2.080
O -6.2728 1.6136 -16.1985 -0.216 -0.263 0.345
O -6.6993 0.6200 -14.2401 -0.157 0.105 0.290
H -7.7849 -0.2491 -15.0760 -2.895 -2.155 -0.656